Density functional theory data (ωB97M-V/def2-TZVPD) for C3H8N4 in the gas phase.

Calculated values
Strongest force on any atom (eV/Å): 0.9
Energy relative to the best compared isomer or geometry (same formula, charge and spin) (kJ/mol): 333.9
HOMO-LUMO gap (eV): 8.3038
SMILES string: Cc1[nH]n(N)c1N
E_LUMO (eV): 1.06
E_tot (eV): -9198.172
HOMO (eV): -7.2412

Element x y z (Å)
C -2.246400 0.220070 -0.109783
C 0.261630 -0.625000 0.112449
C -0.769808 0.232638 -0.014560
N 2.368506 0.512115 -0.278877
N 0.563496 -1.963444 -0.067964
N 1.181573 0.420749 0.430545
N 0.095540 1.380002 0.102510
H 2.220664 0.610166 -1.285028
H 2.903187 1.305042 0.062141
H -0.113683 -2.591638 0.344027
H 1.504651 -2.168891 0.238587
H -0.096517 2.019247 0.874609
H -2.590508 -0.801034 -0.252429
H -2.578434 0.825948 -0.952518
H -2.703897 0.624032 0.796292

Atomic forces in eV per Å
C 0.285 0.087 0.025
C -0.493 0.539 -0.159
C 0.204 -0.471 0.019
N 0.196 -0.105 -0.457
N 0.159 -0.064 0.017
N -0.175 0.312 0.802
N 0.201 0.262 -0.629
H -0.130 0.128 0.133
H -0.129 -0.237 0.006
H 0.151 0.046 0.007
H -0.063 -0.099 0.033
H 0.122 -0.317 0.244
H -0.124 -0.043 -0.010
H -0.101 -0.007 -0.056
H -0.103 -0.031 0.026